A cluster of 12 separate species, C32H79N2O11S11 in total at a distorted geometry. Source: the OMol25 dataset; level of theory: ωB97M-V/def2-TZVPD.

## Properties
* HOMO-LUMO gap: 5.78 eV
* relative energy (zero: lowest compared OMol25 entry of this formula, charge and spin): 261.6 kcal/mol
* E_LUMO: -3.43 eV

Structure (ORCA input):
```
! wB97M-V def2-TZVPD RIJCOSX def2/J DEFGRID3
* xyz 1 1
C 4.909 4.871 -7.194
H -5.261 -0.851 -7.701
H -0.340 2.681 -6.109
H -2.034 -4.840 -9.055
H -3.164 -2.926 -0.440
C 3.163 4.669 -5.161
H -6.054 -1.555 11.660
C 1.139 1.000 -6.871
O 2.301 4.544 -7.690
O 1.252 -6.372 9.846
H -1.397 -2.827 -0.228
H -2.339 3.935 -6.083
H 2.236 4.274 -4.740
H -5.901 1.755 -4.164
H 8.591 1.157 -7.234
S -4.414 0.055 10.927
H 6.970 0.973 -7.951
H -1.683 -3.011 5.760
H 9.082 1.429 -4.776
H -2.864 3.500 2.377
C -5.999 -0.465 11.628
H 2.206 9.853 -7.428
C 7.587 0.760 -7.075
N -5.031 1.974 -4.696
O -3.331 -0.651 11.688
C 1.952 0.052 -5.759
C 4.914 10.569 -6.848
H -5.479 -0.393 8.817
H 3.561 -8.225 9.727
H 7.862 1.467 -3.477
H -6.815 -0.065 11.022
O -2.798 1.176 5.119
H -2.386 -6.169 -7.906
H 6.002 10.483 -6.882
H -5.205 2.442 2.768
C 3.315 -0.353 5.079
H -0.021 -3.426 5.267
H -1.778 -0.174 -6.904
H 4.631 11.279 -6.068
C 0.676 -3.365 9.559
H -1.650 1.362 -8.082
C 2.492 9.475 -6.444
S 1.701 -0.457 5.890
H 3.100 5.758 -5.217
H 2.722 0.941 7.560
H -3.454 -1.976 4.165
C -4.326 -4.092 -7.586
H 4.548 10.911 -7.819
S -1.116 -2.094 3.610
C -2.498 3.158 3.348
H 0.291 -2.632 -2.194
H 3.703 0.665 5.169
S -2.663 -4.011 -6.879
C -4.273 3.257 -4.952
N -3.000 3.186 -5.776
S 6.830 1.548 -5.633
S -3.191 1.528 3.714
H -2.780 3.868 4.128
H -3.118 -3.294 2.999
H -4.719 -5.106 -7.480
H 1.794 1.963 -7.133
C 2.627 -0.982 -5.045
H -2.300 -1.442 -0.917
H -1.409 3.072 3.314
H -6.726 -1.339 -6.291
H 2.359 10.253 -5.688
H 5.691 4.568 -6.494
C -4.618 -0.804 9.348
S 3.382 3.976 -6.818
H 1.779 -6.145 7.035
H 8.136 -0.041 -4.385
O 1.918 -1.248 10.624
H 4.738 5.948 -7.124
H -5.544 1.204 4.004
O -3.099 -2.656 -3.390
H -4.649 4.311 -4.540
C -0.474 -1.992 11.563
H -1.399 -4.298 4.547
H -0.399 1.075 -5.047
H 1.318 -3.399 8.676
H 4.009 -1.061 5.536
C -0.491 -2.329 -2.894
H -5.052 2.842 4.507
H 3.318 -8.679 8.021
H 3.687 -6.981 8.457
S 1.398 -7.565 8.948
C -2.237 -2.531 -0.861
H -3.149 -1.598 2.450
S -2.018 -3.224 -2.518
O 4.613 8.587 -5.077
H -4.969 -3.397 -7.042
C 8.109 1.049 -4.455
O 6.944 3.032 -5.819
C -0.250 1.493 -6.154
C -4.919 2.064 3.752
H -0.182 -2.581 -3.911
H 5.218 4.619 -8.211
C 3.168 -7.892 8.764
C -4.586 -0.671 -5.515
H -6.075 -0.069 12.643
H 0.090 -6.704 7.140
O -2.103 -2.656 -7.196
H 2.963 -2.040 -4.610
H 4.003 4.373 -4.528
H 1.457 -0.111 8.244
H 1.353 -7.818 6.556
C -2.886 -2.263 3.277
H 3.058 -0.793 7.856
O 1.288 -1.900 5.887
C -1.913 -5.191 -8.027
H 1.867 8.615 -6.192
H 1.109 -3.987 10.346
O -0.379 -2.654 2.429
H -4.297 -3.809 -8.641
H 3.189 -0.599 4.023
C -5.616 -1.005 -6.577
C -1.055 -3.333 4.926
H -0.849 -5.273 -7.795
S 4.220 8.938 -6.481
H -0.320 -3.730 9.297
C -4.192 0.952 -5.430
H -4.758 -1.874 9.520
H 0.868 0.376 -7.830
C 1.135 -7.001 7.249
C -2.882 1.690 -6.097
C -1.628 1.004 -6.966
H -0.646 -1.054 12.097
H -0.662 -1.252 -2.824
H 0.030 -2.698 12.226
H -3.717 -0.649 8.750
H -1.432 -2.402 11.234
H -4.104 -1.477 -4.802
S 0.562 -1.649 10.120
H 7.630 -0.321 -6.919
C 2.301 -0.067 7.551
*
```